Density functional theory data (ωB97M-V with the def2-TZVPD basis set) for a structure of composition C39H44ClF2N5O5SSi2Sr.

As for the frontier orbital gap: 4.4 eV. As for the LUMO energy: 0.139 hartree. Its total charge is -2. The energy above the lowest of the compared OMol25 structures with the same formula, charge and spin is 26.01 kcal per mole.

Cartesian coordinates (Å):
Sr  0.309  -0.044  0.224
C  -1.111  -2.127  -4.034
C  -0.418  -1.502  -2.980
N  -0.971  -1.267  -1.809
C  -2.273  -1.613  -1.624
C  -3.029  -2.254  -2.608
C  -2.406  -2.513  -3.837
C  -4.402  -2.615  -2.345
C  -4.978  -2.314  -1.173
C  -4.247  -1.606  -0.150
C  -4.850  -1.188  1.047
C  -4.132  -0.462  1.951
C  -2.790  -0.182  1.664
N  -2.192  -0.576  0.560
C  -2.909  -1.273  -0.356
H  -0.609  -2.287  -4.978
H  0.610  -1.157  -3.080
H  -2.971  -3.001  -4.624
H  -4.962  -3.124  -3.122
H  -6.014  -2.575  -0.983
H  -5.890  -1.435  1.229
H  -4.564  -0.117  2.879
H  -2.190  0.382  2.372
F  4.855  -0.706  4.256
C  3.758  0.044  3.922
C  3.062  -0.235  2.769
C  1.920  0.510  2.401
C  1.534  1.508  3.318
C  2.283  1.777  4.449
F  1.930  2.803  5.290
C  3.415  1.068  4.787
C  0.258  2.229  3.060
C  -0.666  2.484  4.078
C  -1.835  3.157  3.780
C  -2.061  3.579  2.476
C  -1.106  3.262  1.525
N  0.011  2.584  1.791
H  3.423  -1.062  2.162
H  3.995  1.302  5.668
H  -0.461  2.134  5.080
H  -2.567  3.349  4.557
H  -2.956  4.120  2.197
H  -1.237  3.550  0.492
C  3.507  -1.958  -3.285
Si  3.437  -0.504  -2.057
C  4.963  0.550  -2.414
C  3.865  -1.313  -0.406
N  1.965  0.304  -1.996
C  1.567  1.139  -3.042
C  2.292  1.201  -4.251
C  2.059  2.113  -5.286
C  1.032  3.019  -5.127
C  0.232  2.927  -3.985
C  0.379  1.964  -2.957
N  -0.560  1.816  -1.940
Si  -2.065  2.542  -2.158
C  -2.921  2.060  -3.778
C  -2.133  4.453  -2.123
C  -3.360  2.074  -0.866
H  4.525  -2.363  -3.350
H  3.183  -1.681  -4.294
H  2.845  -2.766  -2.939
H  5.880  -0.044  -2.307
H  4.997  1.367  -1.682
H  4.954  1.003  -3.409
H  4.411  -2.254  -0.559
H  2.983  -1.528  0.202
H  4.498  -0.648  0.192
H  3.116  0.507  -4.376
H  2.684  2.110  -6.173
H  0.834  3.783  -5.872
H  -0.573  3.646  -3.884
H  -2.214  2.071  -4.612
H  -3.751  2.738  -4.016
H  -3.326  1.043  -3.698
H  -1.832  4.904  -3.073
H  -1.461  4.856  -1.357
H  -3.150  4.796  -1.899
H  -3.871  1.138  -1.122
H  -4.119  2.864  -0.811
H  -2.932  1.962  0.125
O  0.834  -2.244  0.730
S  0.834  -3.328  -0.340
C  2.123  -4.491  0.203
C  1.441  -5.790  0.635
C  0.062  -5.388  1.162
C  -0.502  -4.454  0.102
H  2.577  -3.962  1.043
H  2.859  -4.597  -0.593
H  2.035  -6.307  1.388
H  1.332  -6.462  -0.222
H  0.142  -4.843  2.106
H  -0.592  -6.246  1.327
H  -1.324  -3.830  0.462
H  -0.784  -4.974  -0.821
O  -2.561  -2.476  4.618
Cl  -1.506  -2.647  3.633
O  -0.564  -3.661  4.072
O  -2.102  -3.068  2.363
O  -0.809  -1.382  3.433